Density functional theory data (ωB97M-V/def2-TZVPD) for a 2-piece molecular cluster, C27H56ClFNO6P2S overall at a distorted geometry.

Element x y z (Å)
C1 0.09 -4.60 1.28
C2 -0.84 -3.34 1.11
C3 -1.65 -3.48 -0.23
C4 -1.14 -2.55 -1.38
C5 -0.19 -3.35 -2.35
C6 1.28 -2.83 -2.46
C7 1.89 -2.24 -1.16
C8 2.28 -0.72 -1.25
C9 1.17 0.20 -1.83
C10 1.85 1.36 -2.65
C11 2.54 2.39 -1.71
C12 1.52 3.06 -0.70
C13 1.79 2.61 0.79
C14 0.54 2.13 1.58
P1 -0.74 3.39 2.15
P2 -0.75 2.79 4.34
N1 0.65 2.41 5.02
S1 0.62 5.14 2.41
O1 1.83 4.90 3.19
O2 -0.20 6.18 3.07
F1 1.05 5.80 0.96
O3 -1.13 4.01 0.58
C15 -2.37 3.52 0.11
C16 -2.25 2.81 -1.28
C17 -3.56 2.85 -2.14
C18 -3.76 1.47 -2.84
Cl1 -2.91 1.50 -4.47
C19 -3.05 2.73 1.31
C20 -4.24 1.76 1.01
C21 -5.09 1.72 2.34
C22 -3.78 0.32 0.57
C23 -4.43 -0.84 1.40
O4 -1.97 2.15 2.00
H1 0.95 -4.41 1.95
H2 -0.49 -5.44 1.70
H3 0.46 -4.94 0.29
H4 -0.29 -2.39 1.21
H5 -1.55 -3.39 1.97
H6 -1.59 -4.55 -0.52
H7 -2.70 -3.21 -0.02
H8 -0.70 -1.60 -1.01
H9 -2.04 -2.26 -1.96
H10 -0.16 -4.43 -2.14
H11 -0.64 -3.26 -3.36
H12 1.38 -2.10 -3.29
H13 1.90 -3.70 -2.75
H14 1.29 -2.40 -0.25
H15 2.85 -2.78 -0.98
H16 3.26 -0.60 -1.76
H17 2.46 -0.38 -0.20
H18 0.53 0.61 -1.03
H19 0.50 -0.31 -2.55
H20 2.65 0.86 -3.24
H21 1.14 1.83 -3.36
H22 3.41 1.96 -1.18
H23 2.95 3.19 -2.36
H24 0.52 2.72 -1.03
H25 1.64 4.15 -0.83
H26 2.45 3.33 1.30
H27 2.43 1.70 0.66
H28 0.88 1.45 2.38
H29 -0.02 1.47 0.89
H30 -1.75 4.32 2.60
H31 -1.45 3.84 5.01
H32 -1.59 1.63 4.44
H33 1.39 2.53 4.33
H34 -3.06 4.37 -0.12
H35 -1.48 3.35 -1.85
H36 -1.89 1.77 -1.12
H37 -3.44 3.59 -2.96
H38 -4.45 3.17 -1.56
H39 -4.82 1.24 -3.05
H40 -3.29 0.64 -2.29
H41 -3.58 3.57 1.84
H42 -4.92 2.20 0.26
H43 -5.31 2.76 2.67
H44 -6.06 1.22 2.20
H45 -4.48 1.26 3.15
H46 -4.17 0.17 -0.46
H47 -2.68 0.25 0.55
H48 -5.53 -0.79 1.34
H49 -4.07 -0.84 2.44
H50 -4.13 -1.81 0.94
O5 3.69 -5.23 -1.31
C24 4.73 -4.75 -0.98
O6 5.01 -3.42 -1.07
C25 6.38 -3.19 -0.69
C26 6.76 -4.37 0.17
C27 5.93 -5.49 -0.44
H51 6.98 -3.12 -1.60
H52 6.44 -2.24 -0.15
H53 7.83 -4.57 0.18
H54 6.44 -4.20 1.20
H55 6.44 -5.98 -1.27
H56 5.63 -6.23 0.30

As for the molecular weight: 639.21 u. Its total energy is -87334.534 eV. The highest occupied orbital energy is -0.1742 Ha. The calculation puts the lowest unoccupied orbital energy at 2.0 eV. As for the net charge: -1. The calculation puts the orbital gap at 6.72 eV.

Atomic partial charges in e from the Mulliken method, atoms 1 to 8: C -1.323; C -0.198; C -1.194; C 0.730; C -1.131; C -0.953; C 1.448; C -1.105



Density functional theory data (ωB97M-V/def2-TZVPD) for C35H25N6O8V as an isolated structure.

Element x y z (Å)
V1 0.07 0.05 -0.60
O1 3.62 1.52 -2.81
C1 4.49 0.55 -2.48
C2 5.73 0.57 -3.11
C3 6.67 -0.40 -2.84
C4 6.40 -1.42 -1.92
C5 5.18 -1.44 -1.29
C6 4.20 -0.47 -1.55
C7 2.89 -0.57 -0.90
O2 2.05 0.41 -1.04
N1 2.59 -1.65 -0.23
N2 1.31 -1.50 0.24
C8 0.87 -2.32 1.10
C9 -0.47 -2.05 1.60
C10 -1.08 -2.83 2.57
C11 -2.35 -2.47 3.01
C12 -2.95 -1.35 2.46
C13 -2.27 -0.62 1.50
N3 -1.05 -0.95 1.08
H1 2.80 1.39 -2.29
H2 5.92 1.36 -3.83
H3 7.63 -0.37 -3.35
H4 7.14 -2.17 -1.71
H5 4.93 -2.22 -0.58
H6 1.47 -3.15 1.46
H7 -0.57 -3.70 2.95
H8 -2.85 -3.06 3.76
H9 -3.93 -1.03 2.77
H10 -2.71 0.24 1.02
O3 3.63 2.11 1.34
C14 2.36 1.68 1.41
O4 2.03 0.67 1.98
C15 1.40 2.62 0.75
C16 1.62 3.98 0.73
C17 0.64 4.80 0.19
C18 -0.52 4.24 -0.30
C19 -0.65 2.86 -0.26
N4 0.29 2.06 0.24
C20 -1.88 2.14 -0.78
O5 -2.87 2.78 -1.07
O6 -1.74 0.85 -0.80
H11 4.18 1.46 1.80
H12 2.54 4.38 1.13
H13 0.79 5.87 0.15
H14 -1.33 4.81 -0.72
O7 0.48 2.59 -3.89
C21 0.18 1.43 -3.82
N5 -0.14 0.60 -4.90
C22 -0.20 -0.81 -4.49
C23 -0.18 -0.59 -2.98
O8 -0.33 -1.43 -2.05
N6 0.07 0.66 -2.66
C24 -1.50 -1.50 -4.89
C25 -2.60 -0.78 -5.32
C26 -3.78 -1.44 -5.63
C27 -3.88 -2.81 -5.49
C28 -2.78 -3.53 -5.05
C29 -1.59 -2.88 -4.74
C30 1.04 -1.55 -4.97
C31 2.10 -1.85 -4.12
C32 3.27 -2.41 -4.62
C33 3.38 -2.69 -5.97
C34 2.32 -2.41 -6.82
C35 1.16 -1.84 -6.32
H15 0.26 0.84 -5.79
H16 -2.52 0.29 -5.41
H17 -4.64 -0.86 -5.97
H18 -4.80 -3.32 -5.73
H19 -2.85 -4.61 -4.93
H20 -0.74 -3.45 -4.40
H21 2.02 -1.66 -3.05
H22 4.08 -2.63 -3.94
H23 4.29 -3.13 -6.36
H24 2.40 -2.63 -7.88
H25 0.33 -1.63 -6.99

As for the molecular weight: 708.56 u. As for the expectation value of S²: 2.01. Its total energy is -87715.254 eV. The highest occupied orbital energy (alpha / beta) is -0.3039 / -0.3041 Ha. As for the energy relative to the best compared isomer or geometry (same formula, charge and spin): 0.216 eV. The calculation puts the lowest unoccupied orbital energy (alpha / beta) at -0.7 / -0.9 eV. As for the spin multiplicity: 3. The calculation puts the orbital gap (alpha / beta) at 7.58 / 7.37 eV.

Atomic partial charges in e from the Mulliken method, atoms 1 to 8: V -0.265; O -0.775; C 0.472; C -0.676; C -0.372; C -0.832; C -0.537; C 0.008



Density functional theory data (ωB97M-V/def2-TZVPD) for a 8-piece molecular cluster, C14H42ClO11 overall at a distorted geometry.

Element x y z (Å)
Cl1 -0.17 -0.11 -0.43
O1 -1.24 0.82 -0.15
O2 0.25 -0.71 0.80
O3 -0.58 -1.11 -1.39
O4 0.96 0.59 -1.03
C1 1.98 1.05 3.05
C2 0.71 0.77 3.82
O5 0.74 -0.55 4.36
H1 2.07 0.42 2.15
H2 2.86 0.81 3.65
H3 2.05 2.08 2.68
H4 -0.18 0.84 3.20
H5 0.60 1.51 4.62
H6 1.16 -0.49 5.23
C3 4.26 0.08 -1.68
C4 4.43 1.46 -1.09
O6 3.63 1.66 0.06
H7 4.46 -0.68 -0.91
H8 4.93 -0.15 -2.50
H9 3.21 -0.10 -1.94
H10 4.20 2.21 -1.86
H11 5.47 1.61 -0.79
H12 2.70 1.65 -0.21
C5 -0.86 -5.97 -0.54
C6 -1.26 -4.55 -0.18
O7 -0.13 -3.80 0.20
H13 -1.72 -6.63 -0.55
H14 -0.21 -6.31 0.27
H15 -0.29 -6.01 -1.47
H16 -1.97 -4.60 0.66
H17 -1.83 -3.98 -0.92
H18 0.06 -3.16 -0.50
C7 0.71 6.06 -2.44
C8 0.78 4.64 -1.89
O8 0.22 3.74 -2.83
H19 1.48 6.69 -2.00
H20 -0.25 6.51 -2.17
H21 0.80 6.11 -3.53
H22 0.20 4.61 -0.96
H23 1.81 4.36 -1.62
H24 0.37 2.85 -2.47
C9 -1.04 3.50 2.27
C10 -2.36 2.77 2.35
O9 -3.01 2.69 1.09
H25 -1.17 4.46 1.74
H26 -0.27 2.97 1.70
H27 -0.62 3.75 3.24
H28 -3.02 3.23 3.08
H29 -2.20 1.75 2.73
H30 -2.55 2.00 0.59
C11 -4.44 -0.81 2.82
C12 -3.48 -1.57 1.93
O10 -2.15 -1.56 2.39
H31 -4.43 -1.14 3.86
H32 -5.47 -0.93 2.46
H33 -4.23 0.26 2.83
H34 -3.55 -1.16 0.92
H35 -3.85 -2.60 1.82
H36 -1.71 -0.84 1.93
C13 0.88 -2.76 -4.41
C14 0.05 -3.66 -3.50
O11 -0.09 -4.99 -4.03
H37 1.13 -1.82 -3.91
H38 0.39 -2.56 -5.37
H39 1.84 -3.23 -4.62
H40 -0.91 -3.18 -3.30
H41 0.63 -3.80 -2.59
H42 -0.77 -4.97 -4.71

As for the molecular weight: 421.93 u. Its total energy is -50237.770 eV. The highest occupied orbital energy is -0.2611 Ha. As for the energy relative to the best compared isomer or geometry (same formula, charge and spin): 0.000 eV. The calculation puts the lowest unoccupied orbital energy at 2.8 eV. As for the net charge: -1. The calculation puts the orbital gap at 9.93 eV.

Atomic partial charges in e from the Mulliken method, atoms 1 to 8: Cl 1.586; O -0.843; O -0.597; O -0.682; O -0.556; C -0.840; C 0.293; O -0.514



Density functional theory data (ωB97M-V/def2-TZVPD) for a 2-piece molecular cluster, C6H6N2OS overall at a distorted geometry.

Element x y z (Å)
H1 -2.19 0.01 1.26
N1 -1.66 0.96 1.45
C1 -0.62 1.28 0.72
C2 -0.16 0.55 -0.44
C3 -0.57 -0.57 -1.14
C4 0.29 -0.58 -2.25
C5 1.13 0.49 -2.16
O1 0.84 1.16 -1.07
H2 0.00 2.08 0.98
H3 -1.34 -1.23 -0.99
H4 0.29 -1.31 -2.98
H5 2.06 0.59 -2.67
C6 1.17 -0.73 2.10
N2 0.14 -0.84 2.65
S1 -1.30 -1.10 3.26
H6 1.92 -0.77 1.27

As for the molecular weight: 154.19 u. Its total energy is -22177.904 eV. The highest occupied orbital energy is -0.3014 Ha. As for the energy relative to the best compared isomer or geometry (same formula, charge and spin): 3.605 eV. The calculation puts the lowest unoccupied orbital energy at 0.3 eV. The calculation puts the orbital gap at 8.51 eV.

Atomic partial charges in e from the Mulliken method, atoms 1 to 8: H 0.248; N -0.702; C -0.224; C 0.177; C -0.264; C -0.469; C -0.423; O -0.287